Below is C6H9OSSi2 as an isolated structure in a non-equilibrium geometry, with properties calculated with ωB97M-V/def2-TZVPD.

Structure (XYZ):
```
19
Properties=species:S:1:pos:R:3:forces:R:3:mulliken_charge:R:1
C 0.6496 -2.1383 0.9569 1.2 0.3 -0.2 -0.444
C -0.4770 -2.9229 0.7931 -0.2 1.1 -0.6 -0.317
C 0.5607 -0.7144 0.8541 3.2 -1.6 -1.0 -0.005
C -1.7174 -2.3612 0.4380 1.6 1.1 -0.2 -0.675
C -0.5510 -0.1079 0.4152 -3.3 -1.1 -0.4 -0.006
C -1.7489 -0.9629 0.2314 1.0 0.0 1.4 0.089
O 0.5180 2.3599 -0.0415 -2.2 0.3 0.6 -0.111
Si 1.6236 2.1075 -1.1268 1.8 -0.6 0.4 0.379
Si -1.0287 1.6118 -0.1181 0.6 -1.1 1.4 0.427
S -3.1872 -0.0805 0.0332 -1.1 0.4 -0.3 -0.516
H 1.6922 -2.6117 0.8955 -1.7 0.7 0.7 0.211
H -0.3186 -3.9615 0.8062 -0.1 -1.4 0.1 0.366
H 1.5751 -0.2455 0.7714 -1.0 0.2 0.6 0.101
H -2.5863 -2.9419 0.2020 -0.3 -0.3 0.2 0.370
H 2.7794 1.5720 -0.2831 0.1 0.5 -0.9 -0.146
H 1.7210 3.3643 -1.8354 0.8 0.6 -0.5 -0.203
H 1.2948 1.1007 -2.1003 -0.1 -0.7 -0.7 -0.139
H -1.6489 1.4021 -1.4245 0.4 0.9 -0.6 -0.168
H -1.5920 2.4314 0.9276 -0.8 0.5 0.1 -0.214
```
Positions in Å, forces in eV/Å.

Values from the calculation:
**Total charge**: -1
**E**: -35008.184 eV
**Highest occupied orbital energy**: -3.07 eV
**HOMO-LUMO gap**: 6.5 eV